1.
# C45H48BrF4N4O2PSTl

C45H48BrF4N4O2PSTl as an isolated structure (ωB97M-V with the def2-TZVPD basis set, the OMol25 dataset).

Cartesian coordinates (Å):
Tl: -0.80 0.33 0.10
C: -0.96 -2.25 2.39
C: 0.24 -2.11 2.99
C: 0.29 -0.61 3.52
C: -0.94 -0.09 3.28
C: -1.76 -1.08 2.64
C: -3.24 -1.05 2.53
C: -3.82 0.33 2.82
C: -3.74 -1.57 1.18
C: -3.70 -2.05 3.63
C: 1.33 0.19 4.28
C: 0.95 0.10 5.78
C: 2.80 -0.20 4.11
C: 1.22 1.67 3.86
C: 1.19 -3.26 3.22
C: 1.42 -3.43 4.73
C: 0.56 -4.57 2.72
C: 2.51 -3.10 2.45
H: -1.35 -3.16 1.96
H: -1.28 0.89 3.55
H: -3.45 1.07 2.11
H: -3.58 0.67 3.83
H: -4.91 0.29 2.74
H: -3.62 -0.82 0.40
H: -4.81 -1.80 1.27
H: -3.23 -2.48 0.87
H: -3.28 -1.80 4.61
H: -3.43 -3.08 3.38
H: -4.79 -1.99 3.70
H: 1.03 -0.92 6.17
H: -0.07 0.45 5.95
H: 1.64 0.73 6.35
H: 3.02 -1.21 4.42
H: 3.39 0.47 4.75
H: 3.13 -0.05 3.09
H: 0.27 2.12 4.16
H: 1.35 1.78 2.78
H: 2.01 2.23 4.35
H: 0.49 -3.69 5.24
H: 1.83 -2.54 5.20
H: 2.13 -4.24 4.88
H: -0.39 -4.78 3.21
H: 1.24 -5.39 2.94
H: 0.40 -4.56 1.64
H: 3.02 -2.16 2.65
H: 2.33 -3.15 1.38
H: 3.17 -3.92 2.73
F: -5.02 -4.63 -4.06
C: -4.04 -3.76 -3.86
C: -3.84 -2.72 -4.75
F: -4.61 -2.61 -5.83
C: -2.81 -1.81 -4.52
F: -2.65 -0.86 -5.45
C: -1.99 -1.88 -3.41
P: -0.73 -0.64 -2.94
C: 0.74 -1.17 -3.88
C: 0.81 -2.42 -4.49
C: 1.98 -2.83 -5.12
C: 3.09 -2.00 -5.14
C: 3.03 -0.76 -4.53
C: 1.87 -0.34 -3.90
C: -1.28 0.92 -3.71
C: -2.35 1.56 -3.08
C: -2.83 2.77 -3.57
C: -2.22 3.36 -4.67
C: -1.15 2.73 -5.29
C: -0.69 1.51 -4.82
C: -2.21 -2.95 -2.54
Br: -1.07 -3.24 -1.06
C: -3.22 -3.88 -2.75
F: -3.42 -4.89 -1.92
H: -0.05 -3.08 -4.50
H: 2.01 -3.80 -5.60
H: 4.00 -2.32 -5.63
H: 3.89 -0.11 -4.53
H: 1.85 0.62 -3.41
H: -2.82 1.12 -2.21
H: -3.66 3.25 -3.08
H: -2.58 4.31 -5.04
H: -0.68 3.18 -6.15
H: 0.12 1.01 -5.33
N: 6.20 -3.53 -2.08
C: 5.29 -2.65 -1.53
C: 3.92 -2.87 -1.69
C: 3.01 -1.97 -1.18
C: 3.46 -0.84 -0.50
C: 4.82 -0.62 -0.33
C: 5.73 -1.52 -0.84
S: 2.32 0.29 0.18
O: 3.04 1.33 0.86
O: 1.43 -0.54 1.03
N: 1.37 0.78 -0.98
C: 1.27 2.13 -1.30
N: 0.08 2.67 -1.04
C: -0.13 3.92 -1.45
C: 0.86 4.65 -2.08
C: 2.07 4.00 -2.28
N: 2.28 2.74 -1.92
H: 5.88 -4.43 -2.39
H: 7.16 -3.47 -1.81
H: 3.57 -3.73 -2.24
H: 1.95 -2.13 -1.32
H: 5.15 0.26 0.20
H: 6.79 -1.35 -0.72
H: -1.11 4.34 -1.25
H: 0.70 5.67 -2.40
H: 2.89 4.50 -2.77

Properties
- HOMO energy (eV) = -10.109
- energy (eV) = -163222.677
- molecular weight (g/mol) = 1100.2
- frontier orbital gap (eV) = 5.11
- charge = +1

Here are the Mulliken charges for atoms 1 to 4, given in e: atom 1 (Tl): 1.545, atom 2 (C): -1.255, atom 3 (C): 0.185, atom 4 (C): 1.258



2.
# C45H48N10S

C45H48N10S as an isolated structure (ωB97M-V with the def2-TZVPD basis set, the OMol25 dataset).

Cartesian coordinates (Å):
N: -3.06 -1.47 1.92
C: -3.64 -2.69 1.37
C: -2.87 -3.30 0.20
C: -2.90 -2.53 -1.11
C: -2.20 -1.17 -1.18
C: -0.74 -1.14 -0.80
C: 0.09 -2.29 -0.94
C: 1.42 -2.27 -0.64
C: 1.98 -1.06 -0.19
N: 3.26 -0.82 0.14
S: 3.36 0.72 0.56
N: 1.85 1.16 0.38
C: 1.17 0.09 -0.06
C: -0.20 0.03 -0.37
H: -2.15 -1.26 1.55
H: -3.67 -0.67 1.83
H: -4.67 -2.52 1.07
H: -3.67 -3.45 2.15
H: -1.86 -3.52 0.55
H: -3.33 -4.27 0.01
H: -3.94 -2.36 -1.36
H: -2.50 -3.17 -1.90
H: -2.29 -0.79 -2.19
H: -2.73 -0.46 -0.55
H: -0.34 -3.20 -1.32
H: 2.02 -3.16 -0.78
H: -0.80 0.92 -0.26
N: -2.66 1.24 -3.54
C: -2.17 2.33 -2.97
C: -1.40 3.27 -3.64
C: -1.14 3.06 -4.98
C: -1.65 1.93 -5.59
C: -2.40 1.05 -4.83
H: -2.39 2.46 -1.91
H: -1.01 4.14 -3.12
H: -0.53 3.77 -5.54
H: -1.45 1.72 -6.63
H: -2.82 0.15 -5.27
N: 0.94 1.41 -5.55
C: 1.00 1.17 -4.24
C: 2.11 1.43 -3.46
C: 3.24 1.96 -4.06
C: 3.20 2.22 -5.42
C: 2.03 1.93 -6.12
H: 0.10 0.75 -3.80
H: 2.10 1.21 -2.40
H: 4.13 2.18 -3.49
H: 4.05 2.64 -5.94
H: 1.96 2.12 -7.18
N: -3.71 -6.77 2.88
C: -2.41 -6.92 2.67
C: -1.49 -7.14 3.68
C: -1.95 -7.22 4.99
C: -3.31 -7.07 5.22
C: -4.15 -6.85 4.14
H: -2.08 -6.84 1.64
H: -0.44 -7.25 3.45
H: -1.26 -7.40 5.81
H: -3.71 -7.11 6.22
H: -5.21 -6.71 4.29
N: 5.95 3.96 -2.72
C: 5.41 4.89 -3.50
C: 5.92 6.18 -3.63
C: 7.06 6.51 -2.92
C: 7.64 5.55 -2.11
C: 7.05 4.30 -2.05
H: 4.51 4.60 -4.04
H: 5.43 6.89 -4.28
H: 7.49 7.50 -3.00
H: 8.53 5.77 -1.54
H: 7.48 3.52 -1.42
N: -6.38 -5.48 6.33
C: -6.62 -4.19 6.12
C: -6.70 -3.25 7.13
C: -6.52 -3.67 8.44
C: -6.27 -5.01 8.68
C: -6.21 -5.87 7.59
H: -6.75 -3.90 5.08
H: -6.89 -2.21 6.90
H: -6.57 -2.96 9.26
H: -6.12 -5.38 9.68
H: -6.02 -6.93 7.74
N: -1.21 6.75 -2.50
C: -1.11 7.51 -1.41
C: -2.20 8.14 -0.82
C: -3.45 7.97 -1.39
C: -3.56 7.18 -2.53
C: -2.41 6.60 -3.04
H: -0.12 7.61 -0.99
H: -2.06 8.74 0.07
H: -4.32 8.44 -0.96
H: -4.52 7.02 -3.00
H: -2.46 5.97 -3.92
N: 8.73 -0.48 1.72
C: 7.54 -0.52 1.12
C: 6.47 -1.27 1.59
C: 6.65 -2.02 2.74
C: 7.88 -1.99 3.37
C: 8.88 -1.20 2.83
H: 7.45 0.08 0.22
H: 5.53 -1.27 1.06
H: 5.84 -2.62 3.13
H: 8.06 -2.56 4.27
H: 9.86 -1.15 3.30

Properties
- HOMO energy (eV) = -8.673
- energy (eV) = -73178.399
- molecular weight (g/mol) = 761.0
- frontier orbital gap (eV) = 8.30
- charge = 0

Here are the Mulliken charges for atoms 1 to 4, given in e: atom 1 (N): -0.592, atom 2 (C): -0.772, atom 3 (C): -0.458, atom 4 (C): -1.254



3.
# C45H49F17NO2

A 5-piece molecular cluster, C45H49F17NO2 overall (ωB97M-V with the def2-TZVPD basis set, the OMol25 dataset).

Cartesian coordinates (Å):
C: 4.92 -3.48 4.46
C: 3.58 -2.79 4.31
O: 3.76 -1.56 3.64
C: 2.58 -1.05 3.03
C: 2.40 -1.64 1.63
C: 1.97 -0.70 0.46
C: 3.27 0.02 0.04
F: 4.09 -0.84 -0.62
F: 3.94 0.44 1.15
C: 3.15 1.30 -0.84
F: 2.33 1.00 -1.88
F: 2.57 2.27 -0.10
C: 4.42 1.92 -1.52
F: 5.00 1.01 -2.32
F: 3.90 2.90 -2.29
C: 5.55 2.63 -0.65
F: 5.06 3.02 0.54
F: 5.90 3.75 -1.34
C: 6.89 1.83 -0.46
F: 7.50 1.83 -1.67
F: 6.67 0.55 -0.10
C: 7.90 2.47 0.56
F: 7.82 3.82 0.47
F: 9.13 2.10 0.15
C: 7.77 2.03 2.07
F: 8.57 0.96 2.27
F: 6.51 1.68 2.37
C: 8.20 3.14 3.06
F: 8.24 2.62 4.29
F: 9.41 3.60 2.74
F: 7.33 4.15 3.05
C: 0.87 0.28 0.86
C: -0.51 -0.35 1.16
C: -0.70 -0.74 2.64
C: -1.58 0.71 0.82
N: -0.73 -1.57 0.34
O: -1.92 -2.01 0.35
C: 0.00 -1.72 -0.95
C: -0.29 -3.13 -1.48
C: -0.52 -0.71 -1.98
C: 1.51 -1.61 -0.71
H: 4.79 -4.38 5.07
H: 5.29 -3.80 3.49
H: 5.65 -2.84 4.94
H: 3.11 -2.63 5.28
H: 2.91 -3.45 3.74
H: 2.74 0.03 2.99
H: 1.74 -1.27 3.68
H: 3.36 -2.09 1.37
H: 1.67 -2.45 1.66
H: 0.73 1.01 0.06
H: 1.16 0.86 1.74
H: -0.52 -1.80 2.78
H: -1.73 -0.55 2.94
H: -0.05 -0.16 3.28
H: -2.57 0.31 0.99
H: -1.42 1.55 1.51
H: -1.47 1.10 -0.19
H: -1.26 -3.17 -1.96
H: -0.27 -3.87 -0.68
H: 0.47 -3.38 -2.23
H: -1.61 -0.63 -1.88
H: -0.10 0.28 -1.85
H: -0.31 -1.08 -2.98
H: 1.95 -1.30 -1.66
H: 1.90 -2.61 -0.51
C: -0.83 5.07 2.86
C: -0.25 5.78 3.90
C: 1.13 5.85 4.01
C: 1.93 5.22 3.07
C: 1.35 4.51 2.03
C: -0.03 4.43 1.92
H: -1.91 5.01 2.78
H: -0.88 6.28 4.63
H: 1.58 6.41 4.82
H: 3.01 5.27 3.16
H: 1.98 4.01 1.30
H: -0.48 3.87 1.11
C: -3.66 -1.51 -5.95
C: -4.64 -1.18 -5.02
C: -4.62 -1.76 -3.76
C: -3.63 -2.68 -3.43
C: -2.65 -3.01 -4.35
C: -2.67 -2.42 -5.62
H: -3.67 -1.05 -6.93
H: -5.41 -0.46 -5.28
H: -5.39 -1.51 -3.03
H: -3.62 -3.13 -2.44
H: -1.88 -3.72 -4.10
H: -1.91 -2.68 -6.34
C: -5.50 -6.04 1.45
C: -4.51 -5.22 1.96
C: -4.18 -4.05 1.28
C: -4.83 -3.72 0.11
C: -5.81 -4.55 -0.41
C: -6.15 -5.71 0.27
H: -5.77 -6.95 1.98
H: -4.00 -5.48 2.87
H: -3.40 -3.40 1.66
H: -4.55 -2.81 -0.41
H: -6.31 -4.30 -1.33
H: -6.92 -6.37 -0.13
C: -6.49 2.06 -3.93
C: -7.52 1.26 -3.46
C: -8.83 1.73 -3.51
C: -9.10 2.98 -4.04
C: -8.06 3.78 -4.51
C: -6.76 3.31 -4.45
H: -5.47 1.70 -3.89
H: -7.31 0.28 -3.05
H: -9.64 1.11 -3.14
H: -10.12 3.34 -4.08
H: -8.28 4.75 -4.92
H: -5.95 3.93 -4.82

Properties
- 2S+1 = 2
- HOMO energy (spin up / spin down) (eV) = -8.507 / -9.185
- energy (eV) = -99240.614
- molecular weight (g/mol) = 958.9
- frontier orbital gap (spin up / spin down) (eV) = 9.04 / 9.35
- charge = 0

Here are the Mulliken charges for atoms 1 to 4, given in e: atom 1 (C): -1.336, atom 2 (C): -0.121, atom 3 (O): -0.350, atom 4 (C): -1.102